Formula: C4H7F2NO4S2
Source: the Open Molecules 2025 dataset
Level of theory: ωB97M-V with the def2-TZVPD basis set

```
20
Properties=species:S:1:pos:R:3
C -0.026 0.125 0.206
C 0.720 1.761 -1.659
C -0.012 -1.094 -0.681
C -1.283 0.617 0.802
N 2.130 1.513 0.510
O 1.061 0.718 2.585
O 2.378 -0.841 1.248
O 2.854 3.393 -0.957
O 3.239 0.968 -1.653
F 0.043 2.948 -1.375
F 0.697 1.555 -2.993
S 1.443 0.268 1.277
S 2.421 2.007 -1.105
H 1.086 -1.228 -1.039
H -0.546 -0.695 -1.525
H -0.368 -2.025 -0.250
H -1.456 0.138 1.901
H -2.139 0.160 0.233
H -1.329 1.687 0.786
H 2.752 2.009 1.125
```

Its energy relative to the best compared isomer or geometry (same formula, charge and spin) is 303.1 kJ/mol. The spin multiplicity is 1. Its HOMO energy (alpha / beta) is -0.3666 / -0.3885 Eh. The orbital gap (alpha / beta) comes out at 0.278 / 0.317 Eh.



Formula: C4H7F2NO5S
Source: the Open Molecules 2025 dataset
Level of theory: ωB97M-V with the def2-TZVPD basis set

```
20
Properties=species:S:1:pos:R:3
C 1.235 -0.581 0.764
C 0.579 -1.207 -0.473
C -0.861 -0.799 -0.696
F -1.505 -1.823 -1.382
N -1.570 -0.501 0.536
S -3.167 -0.078 0.298
O -3.466 0.893 1.291
O -3.465 0.389 -1.010
F -4.074 -1.350 0.677
H 2.129 -1.139 1.011
H 0.575 -0.587 1.635
H 1.466 0.453 0.507
H 0.685 -2.291 -0.418
H 1.160 -0.893 -1.335
H -0.858 0.039 -1.385
H -1.154 0.325 0.971
C 3.099 2.310 -0.245
O 4.032 3.168 -0.049
O 1.866 2.496 0.197
O 3.295 1.176 -0.893
```

The spin multiplicity is 1. Its HOMO energy is 0.0686 Eh. The orbital gap comes out at 0.097 Eh. As for the total charge: -2.



Formula: C4H7F3
Source: the Open Molecules 2025 dataset
Level of theory: ωB97M-V with the def2-TZVPD basis set

```
14
Properties=species:S:1:pos:R:3
C -1.926 -0.415 -0.524
C -0.584 -0.130 0.077
F -0.650 0.084 1.446
C -0.084 1.189 -0.614
F 1.064 1.614 0.034
C 0.448 -1.293 -0.196
F 1.816 -1.027 -0.105
H -2.669 0.359 -0.254
H -1.927 -0.357 -1.622
H -2.313 -1.421 -0.195
H 0.108 0.983 -1.657
H -0.837 2.007 -0.473
H 0.194 -2.031 0.547
H 0.245 -1.679 -1.185
```

Its energy relative to the best compared isomer or geometry (same formula, charge and spin) is 114.4 kJ/mol. The spin multiplicity is 1. Its HOMO energy is -0.4120 Eh. Its structure (SMILES) is CC(F)(CF)CF. The orbital gap comes out at 0.441 Eh.



Formula: C4H7F3N2
Source: the Open Molecules 2025 dataset
Level of theory: ωB97M-V with the def2-TZVPD basis set

```
16
Properties=species:S:1:pos:R:3
C 0.633 -0.101 -1.099
C 1.251 -1.253 0.739
C -0.388 0.330 -0.005
C -1.821 -0.142 0.017
N 1.838 -0.388 -0.353
N -0.254 1.639 0.450
F -1.935 -1.445 0.030
F -2.520 0.296 1.076
F -2.535 0.342 -0.990
H 0.258 -0.905 -1.733
H 0.731 0.750 -1.871
H 1.574 -1.187 1.777
H 0.752 -2.072 0.339
H 2.187 0.525 -0.106
H -0.444 1.587 1.423
H 0.675 2.025 0.306
```

Its energy relative to the best compared isomer or geometry (same formula, charge and spin) is 281.4 kJ/mol. The spin multiplicity is 1. Its HOMO energy (alpha / beta) is -0.2843 / -0.2805 Eh. The orbital gap (alpha / beta) comes out at 0.303 / 0.302 Eh.



Formula: C4H7FN2
Source: the Open Molecules 2025 dataset
Level of theory: ωB97M-V with the def2-TZVPD basis set

```
14
Properties=species:S:1:pos:R:3
H 2.317 1.433 0.825
N 1.698 0.800 0.345
C 0.490 0.747 0.877
N 0.028 1.590 1.844
C -0.359 -0.330 0.301
C 0.279 -1.567 -0.430
C -0.361 -0.472 -1.208
F -1.577 -0.884 -1.747
H -0.904 1.344 2.167
H 0.348 2.560 1.811
H -1.276 -0.508 0.846
H 1.357 -1.583 -0.399
H -0.240 -2.534 -0.303
H 0.209 0.247 -1.789
```

Its energy relative to the best compared isomer or geometry (same formula, charge and spin) is 73.6 kJ/mol. The spin multiplicity is 1. Its HOMO energy is -0.3380 Eh. Its structure (SMILES) is [H]/N=C(\N)[C@@H]1C[C@H]1F. The orbital gap comes out at 0.370 Eh.



Formula: C4H7FN2
Source: the Open Molecules 2025 dataset
Level of theory: ωB97M-V with the def2-TZVPD basis set

```
14
Properties=species:S:1:pos:R:3
C 1.651 -1.571 -0.009
N 0.333 -1.194 -0.523
C -0.879 -0.843 0.078
N -1.752 -0.287 -0.587
F -2.963 -0.142 0.078
H 2.298 -1.539 -0.830
H 1.623 -2.525 0.476
H 1.937 -0.801 0.692
H 0.503 -0.834 -1.503
H -1.117 -1.251 1.109
C 0.119 2.487 0.056
C -0.849 2.962 0.569
H 0.757 2.031 -0.617
H -1.659 3.506 1.012
```

Its energy relative to the best compared isomer or geometry (same formula, charge and spin) is 461.7 kJ/mol. The spin multiplicity is 1. Its HOMO energy is -0.3304 Eh. Its structure (SMILES) is CN/C=N/F.C#C. The orbital gap comes out at 0.362 Eh.



Formula: C4H7FN3O5P
Source: the Open Molecules 2025 dataset
Level of theory: ωB97M-V with the def2-TZVPD basis set

```
21
Properties=species:S:1:pos:R:3
C 1.321 -0.795 3.242
C -0.334 -0.964 -0.308
C 0.482 1.015 0.846
C 0.378 -1.096 1.961
N 0.814 -1.223 -1.224
N 0.179 -0.365 0.908
N -1.355 -0.090 -0.825
O 2.464 -1.188 3.055
O -0.940 -2.155 0.032
O -0.814 -3.615 2.256
O 0.797 -0.260 4.190
O 1.201 -3.549 0.751
F -2.210 1.891 1.023
P 0.010 -2.821 1.336
H 1.055 1.179 -0.202
H -0.370 1.729 1.001
H 1.080 1.280 1.735
H 1.264 -1.977 -0.808
H 0.287 -1.554 -2.060
H -2.063 -0.911 -1.103
H -1.861 0.334 -0.077
```

Its energy relative to the best compared isomer or geometry (same formula, charge and spin) is 84.6 kJ/mol. The spin multiplicity is 1. Its HOMO energy is -0.0884 Eh. The orbital gap comes out at 0.317 Eh. As for the total charge: -2.



Formula: C4H7FO
Source: the Open Molecules 2025 dataset
Level of theory: ωB97M-V with the def2-TZVPD basis set

```
13
Properties=species:S:1:pos:R:3
O -1.945 -0.036 -0.257
C -1.048 0.983 0.088
C 0.398 0.466 -0.003
F 1.189 1.628 -0.164
C 0.827 -0.697 -0.896
C 0.981 -0.679 0.695
H -1.960 -0.651 0.496
H -1.000 1.733 -0.699
H -1.121 1.475 1.005
H 1.651 -0.659 -1.581
H -0.011 -1.381 -1.083
H 0.146 -1.327 1.144
H 1.891 -0.855 1.254
```

Its energy relative to the best compared isomer or geometry (same formula, charge and spin) is 166.3 kJ/mol. The spin multiplicity is 1. Its HOMO energy is -0.3748 Eh. Its structure (SMILES) is OCC1(F)CC1. The orbital gap comes out at 0.403 Eh.



Formula: C4H7FO
Source: the Open Molecules 2025 dataset
Level of theory: ωB97M-V with the def2-TZVPD basis set

```
13
Properties=species:S:1:pos:R:3
C -1.231 -0.451 -1.662
C -1.125 -1.383 -0.740
O 0.057 -1.674 -0.179
F -2.119 -2.247 -0.441
H -0.351 0.069 -2.052
H -2.215 -0.314 -1.994
H 0.281 -2.622 -0.462
C 0.584 1.626 0.924
C 1.668 1.220 1.588
H 0.042 0.975 0.173
H 0.136 2.711 0.970
H 2.181 0.222 1.545
H 2.092 1.869 2.330
```

Its energy relative to the best compared isomer or geometry (same formula, charge and spin) is 200.2 kJ/mol. The spin multiplicity is 1. Its HOMO energy is -0.3564 Eh. Its structure (SMILES) is C=C(O)F.C=C. The orbital gap comes out at 0.378 Eh.



Formula: C4H7FO2
Source: the Open Molecules 2025 dataset
Level of theory: ωB97M-V with the def2-TZVPD basis set

```
14
Properties=species:S:1:pos:R:3
C -0.924 -0.256 -0.688
C 0.270 0.146 0.171
C 1.364 -0.732 0.355
C 0.095 1.328 0.776
H -1.710 -0.103 -2.996
H -1.415 0.847 -0.572
H -1.540 -1.029 -0.273
H 1.725 -1.077 -0.543
H 2.312 -0.317 0.789
H 1.415 -2.592 1.262
H 0.891 1.494 1.439
O -0.568 -0.656 -2.062
O 0.808 -1.679 1.139
F -0.936 2.060 0.511
```

Its energy relative to the best compared isomer or geometry (same formula, charge and spin) is 646.6 kJ/mol. The spin multiplicity is 1. Its HOMO energy is -0.3483 Eh. The orbital gap comes out at 0.325 Eh.



Formula: C4H7FO2
Source: the Open Molecules 2025 dataset
Level of theory: ωB97M-V with the def2-TZVPD basis set

```
14
Properties=species:S:1:pos:R:3
O 0.710 0.380 -1.935
C 0.971 -0.439 -0.777
C -0.300 -0.357 0.105
C -1.087 -1.375 0.385
F -0.847 -2.621 -0.066
C -0.560 1.004 0.639
O 0.589 1.562 1.204
H 1.431 0.296 -2.539
H 1.134 -1.472 -1.133
H 1.878 -0.156 -0.238
H -1.927 -1.323 1.042
H -0.931 1.685 -0.118
H -1.415 0.888 1.391
H 0.356 1.929 2.041
```

Its energy relative to the best compared isomer or geometry (same formula, charge and spin) is 157.9 kJ/mol. The spin multiplicity is 1. Its HOMO energy is -0.3581 Eh. Its structure (SMILES) is OCC(=CF)CO. The orbital gap comes out at 0.387 Eh.



Formula: C4H7FOS
Source: the Open Molecules 2025 dataset
Level of theory: ωB97M-V with the def2-TZVPD basis set

```
14
Properties=species:S:1:pos:R:3
C -0.914 0.461 0.808
C 0.170 0.320 -0.028
C 1.322 1.334 -0.201
C 0.477 -0.917 -0.808
O -1.302 -2.249 0.936
F -3.278 -0.465 0.116
S -2.076 -0.677 1.364
H -1.006 1.360 1.421
H 2.205 0.726 0.250
H 1.157 2.345 0.413
H 1.575 1.508 -1.245
H 1.516 -0.961 -1.176
H 0.333 -1.739 -0.081
H -0.179 -1.046 -1.769
```

Its energy relative to the best compared isomer or geometry (same formula, charge and spin) is 308.2 kJ/mol. The spin multiplicity is 1. Its HOMO energy is -0.3574 Eh. The orbital gap comes out at 0.328 Eh.



Formula: C4H7FOS
Source: the Open Molecules 2025 dataset
Level of theory: ωB97M-V with the def2-TZVPD basis set

```
14
Properties=species:S:1:pos:R:3
C 1.241 0.619 0.509
C 0.094 0.454 -0.169
C -0.758 1.520 -0.546
C -0.270 -0.896 -0.750
O -0.842 -1.746 0.287
S 0.050 -2.845 1.136
F 0.595 -2.045 2.435
H 1.392 1.610 0.790
H 1.747 -0.255 0.983
H -1.848 1.399 -0.408
H -0.509 1.857 -1.578
H -0.523 2.405 0.108
H 0.595 -1.404 -1.202
H -0.963 -0.674 -1.595
```

Its energy relative to the best compared isomer or geometry (same formula, charge and spin) is 187.4 kJ/mol. The spin multiplicity is 1. Its HOMO energy is -0.3314 Eh. Its structure (SMILES) is C=C(C)COSF. The orbital gap comes out at 0.356 Eh.



Formula: C4H7FS
Source: the Open Molecules 2025 dataset
Level of theory: ωB97M-V with the def2-TZVPD basis set

```
13
Properties=species:S:1:pos:R:3
C 2.235 0.801 -0.220
C 0.741 0.629 -0.047
C -0.450 1.141 -0.686
C -0.141 -0.292 -0.743
H 2.269 1.899 0.209
H 2.729 0.569 -1.074
H 2.638 0.389 1.021
H -1.349 1.185 0.109
H -0.455 1.990 -1.452
H 0.437 -0.574 -1.725
H -1.524 -2.386 -1.654
F 0.539 0.513 1.347
S -1.494 -1.335 0.164
```

Its energy relative to the best compared isomer or geometry (same formula, charge and spin) is 646.6 kJ/mol. The spin multiplicity is 1. Its HOMO energy is -0.3385 Eh. The orbital gap comes out at 0.286 Eh.



Formula: C4H7FS
Source: the Open Molecules 2025 dataset
Level of theory: ωB97M-V with the def2-TZVPD basis set

```
13
Properties=species:S:1:pos:R:3
C 0.479 1.346 -0.128
C -0.167 -0.029 -0.410
C -1.491 -0.192 0.371
S -2.924 -0.533 -0.275
C 0.709 -1.183 0.067
F 2.077 -0.976 -0.277
H -0.262 2.155 -0.244
H 0.803 1.409 0.925
H 1.373 1.561 -0.779
H -0.325 -0.129 -1.494
H -1.292 -0.073 1.446
H 0.410 -2.155 -0.379
H 0.611 -1.200 1.178
```

Its energy relative to the best compared isomer or geometry (same formula, charge and spin) is 101.6 kJ/mol. The spin multiplicity is 1. Its HOMO energy is -0.3316 Eh. Its structure (SMILES) is C[C@H](C=S)CF. The orbital gap comes out at 0.314 Eh.



Formula: C4H7FS
Source: the Open Molecules 2025 dataset
Level of theory: ωB97M-V with the def2-TZVPD basis set

```
13
Properties=species:S:1:pos:R:3
C 1.161 0.728 -0.822
C 0.834 -0.409 0.135
F 1.539 -1.555 -0.254
C -0.631 -0.798 0.358
C -1.617 0.256 0.615
S -1.958 -0.760 -0.873
H 0.660 1.647 -0.497
H 2.253 0.836 -0.873
H 0.824 0.437 -1.813
H 1.217 -0.126 1.129
H -0.671 -1.676 1.001
H -1.297 1.295 0.462
H -2.312 0.125 1.431
```

Its energy relative to the best compared isomer or geometry (same formula, charge and spin) is 66.4 kJ/mol. The spin multiplicity is 1. Its HOMO energy is -0.3329 Eh. Its structure (SMILES) is C[C@H](F)[C@H]1CS1. The orbital gap comes out at 0.366 Eh.



Formula: C4H7FS2
Source: the Open Molecules 2025 dataset
Level of theory: ωB97M-V with the def2-TZVPD basis set

```
14
Properties=species:S:1:pos:R:3
C 0.164 1.099 0.621
C -0.968 0.036 0.690
C 0.501 -0.264 0.666
C 0.862 -1.176 -0.513
H 1.137 0.926 -1.695
H 0.158 1.365 1.719
H -1.410 0.331 1.584
H -2.758 1.376 -1.018
H 0.992 -0.721 1.570
H 0.514 -2.266 -0.070
H 0.259 -0.987 -1.343
F 2.159 -1.299 -0.720
S 0.528 2.105 -0.746
S -2.138 -0.524 -0.744
```

Its energy relative to the best compared isomer or geometry (same formula, charge and spin) is 519.2 kJ/mol. The spin multiplicity is 1. Its HOMO energy is -0.3298 Eh. The orbital gap comes out at 0.292 Eh.



| no. | calculated total energy (eV) |
| --- | --- |
| 1 | -41041.3462 |
| 2 | -32257.1994 |
| 3 | -12413.4957 |
| 4 | -15390.8254 |
| 5 | -9958.0193 |
| 6 | -9953.9965 |
| 7 | -30977.9234 |
| 8 | -9024.5469 |
| 9 | -9024.1963 |
| 10 | -11067.3802 |
| 11 | -11072.4453 |
| 12 | -19857.9396 |
| 13 | -19859.1919 |
| 14 | -17807.6397 |
| 15 | -17813.2888 |
| 16 | -17813.6533 |
| 17 | -28643.6177 |